Arrangement A

25
Properties=species:S:1:pos:R:3:lowdin_charge:R:1 method="wB97M-V/def2-TZVPD" smiles=CC[C@H](C)N.O.O.O lumo_energy_ev=0.394
C 1.741 -0.737 0.643 -0.11
C 1.092 -0.017 -0.536 -0.28
C 0.046 -0.655 -1.405 -0.44
C -0.328 0.429 -2.509 -0.06
N -1.095 -1.053 -0.562 0.04
H 1.011 -0.796 1.453 0.06
H 2.318 -1.621 0.398 0.07
H 2.576 -0.032 0.927 0.08
H 1.988 0.270 -1.301 0.15
H 0.877 1.006 -0.234 0.08
H 0.508 -1.485 -1.955 0.14
H -1.253 0.171 -3.045 0.07
H -0.658 1.316 -1.965 0.07
H 0.594 0.517 -3.085 0.07
H -1.832 -1.445 -1.135 0.08
H -1.465 -0.303 0.000 0.06
O -2.462 1.872 1.408 -0.06
H -1.592 2.288 1.294 -0.01
H -2.226 0.951 1.277 0.01
O 0.185 2.643 1.740 -0.07
H -0.016 3.531 2.095 0.07
H 0.940 2.496 2.343 0.07
O -0.208 -2.971 1.705 -0.09
H -0.402 -2.462 0.903 -0.02
H -0.340 -3.913 1.545 0.03

Arrangement B

25
Properties=species:S:1:pos:R:3:lowdin_charge:R:1 method="wB97M-V/def2-TZVPD" smiles=CCNCC.O.O.O lumo_energy_ev=0.680
C 1.293 -1.750 1.699 -0.09
C 0.831 -0.719 0.670 -0.30
N -0.507 -0.304 1.019 -0.09
C -0.982 0.964 0.465 -0.29
C -2.514 0.928 0.577 -0.10
H 2.374 -1.803 1.855 0.07
H 0.927 -1.452 2.680 0.06
H 0.896 -2.755 1.582 0.07
H 0.931 -1.160 -0.303 0.07
H 1.584 0.088 0.738 0.11
H -0.659 -0.320 2.017 0.10
H -0.649 1.930 0.845 0.11
H -0.693 0.975 -0.602 0.10
H -2.788 0.677 1.616 0.07
H -2.999 0.215 -0.105 0.07
H -3.005 1.874 0.347 0.06
O 2.183 2.484 -0.153 -0.07
H 1.502 2.105 -0.707 0.00
H 3.057 2.225 -0.490 0.05
O -0.551 -1.591 -1.788 -0.07
H -1.209 -1.427 -1.090 0.05
H -0.067 -2.313 -1.376 0.05
O 0.607 0.634 -3.030 -0.07
H 0.441 -0.272 -2.713 -0.01
H -0.004 0.768 -3.756 0.03

Winner for stability: arrangement B